{
  "formula": "C25H61BN4O9",
  "method": "the ωB97M-V functional and the def2-TZVPD basis",
  "charge": 0,
  "homo_ev": -8.497,
  "energy_ha": -1909.8809,
  "lumo_ev": 0.5,
  "smiles": "CCCN[C@H](OC=O)B(O)CC.COCCNCCOC.COCCNCCOC.COCCNCCOC",
  "elements": ["C", "C", "C", "N", "C", "O", "C", "O", "B", "O", "C", "C", "H", "H", "H", "H", "H", "H", "H", "H", "H", "H", "H", "H", "H", "H", "H", "H", "C", "O", "C", "C", "N", "C", "C", "O", "C", "H", "H", "H", "H", "H", "H", "H", "H", "H", "H", "H", "H", "H", "H", "H", "C", "O", "C", "C", "N", "C", "C", "O", "C", "H", "H", "H", "H", "H", "H", "H", "H", "H", "H", "H", "H", "H", "H", "H", "C", "O", "C", "C", "N", "C", "C", "O", "C", "H", "H", "H", "H", "H", "H", "H", "H", "H", "H", "H", "H", "H", "H", "H"],
  "positions_angstrom": [[-3.977, 2.347, 4.543], [-4.831, 3.036, 3.321], [-6.098, 2.143, 2.785], [-5.763, 0.711, 2.433], [-5.129, 0.578, 1.066], [-5.796, -0.566, 0.394], [-5.903, -1.732, 1.283], [-5.221, -2.853, 0.942], [-3.499, 0.359, 1.089], [-2.948, -0.538, 2.165], [-2.406, 0.994, 0.038], [-3.012, 2.101, -1.012], [-4.767, 1.899, 5.315], [-3.276, 3.079, 5.130], [-3.368, 1.460, 4.076], [-5.274, 4.068, 3.704], [-4.051, 3.323, 2.474], [-6.539, 2.729, 1.842], [-6.941, 2.209, 3.625], [-5.231, 0.217, 3.183], [-5.395, 1.531, 0.399], [-6.578, -1.797, 2.244], [-2.237, -1.136, 1.747], [-1.553, 1.555, 0.653], [-1.933, 0.106, -0.565], [-3.036, 3.207, -0.563], [-4.033, 1.793, -1.510], [-2.228, 2.164, -1.910], [-2.351, -1.710, -7.366], [-3.518, -0.904, -7.447], [-4.730, -1.668, -7.384], [-5.488, -1.358, -6.084], [-4.787, -1.911, -4.920], [-5.330, -1.449, -3.637], [-5.186, 0.051, -3.314], [-3.833, 0.471, -3.123], [-3.159, 0.843, -4.318], [-1.482, -1.070, -7.542], [-2.254, -2.152, -6.372], [-2.364, -2.496, -8.129], [-4.549, -2.743, -7.499], [-5.346, -1.345, -8.231], [-6.492, -1.793, -6.141], [-5.585, -0.271, -6.004], [-3.805, -1.643, -4.966], [-4.807, -2.015, -2.857], [-6.388, -1.733, -3.573], [-5.686, 0.222, -2.353], [-5.700, 0.691, -4.037], [-3.834, 1.264, -5.068], [-2.620, -0.014, -4.726], [-2.414, 1.602, -4.063], [0.254, -1.532, -1.625], [0.593, -0.591, -0.616], [1.408, -1.153, 0.420], [2.813, -0.532, 0.389], [3.564, -0.984, -0.787], [4.815, -0.248, -1.000], [4.698, 1.249, -1.351], [4.099, 1.496, -2.625], [2.680, 1.569, -2.603], [-0.461, -1.060, -2.305], [1.137, -1.816, -2.202], [-0.215, -2.421, -1.190], [1.450, -2.247, 0.369], [0.932, -0.887, 1.371], [3.355, -0.822, 1.296], [2.698, 0.556, 0.387], [2.982, -0.870, -1.616], [5.333, -0.748, -1.827], [5.453, -0.363, -0.116], [5.718, 1.643, -1.423], [4.208, 1.831, -0.564], [2.293, 1.956, -1.656], [2.251, 0.590, -2.820], [2.364, 2.245, -3.404], [6.705, -2.410, 6.403], [6.566, -0.999, 6.499], [7.794, -0.299, 6.260], [7.700, 0.510, 4.957], [7.688, -0.374, 3.786], [7.363, 0.319, 2.534], [5.943, 0.907, 2.406], [4.912, -0.082, 2.363], [4.438, -0.493, 3.638], [5.763, -2.867, 6.716], [6.905, -2.710, 5.372], [7.503, -2.771, 7.062], [8.661, -0.970, 6.256], [7.923, 0.400, 7.094], [8.560, 1.185, 4.890], [6.788, 1.113, 5.003], [6.997, -1.108, 3.933], [7.498, -0.413, 1.730], [8.100, 1.113, 2.363], [5.896, 1.425, 1.441], [5.730, 1.667, 3.164], [4.495, 0.304, 4.385], [4.986, -1.374, 3.976], [3.390, -0.787, 3.530]],
  "mulliken_charge": [-0.84, -0.24, -0.61, -0.24, -0.13, -0.25, 0.15, -0.52, 0.57, -0.70, 0.27, -0.68, 0.24, 0.32, 0.12, 0.36, 0.12, 0.24, 0.34, 0.31, 0.16, 0.32, 0.28, 0.18, -0.19, 0.25, 0.07, 0.11, -0.71, -0.34, -0.81, -0.17, -0.29, -0.86, -0.42, -0.24, -0.76, 0.24, 0.29, 0.34, 0.40, 0.39, 0.38, 0.18, 0.07, 0.38, 0.42, 0.20, 0.45, 0.29, 0.12, 0.39, -0.88, -0.04, -1.05, 0.57, -0.38, -0.27, -0.55, -0.47, -0.57, 0.09, 0.42, 0.38, 0.44, 0.32, -0.06, 0.13, 0.13, 0.40, -0.02, 0.39, 0.35, 0.26, 0.17, 0.34, -0.72, -0.34, -0.79, -0.18, -0.34, -0.84, -0.48, -0.37, -0.61, 0.24, 0.30, 0.34, 0.40, 0.39, 0.37, 0.18, 0.09, 0.43, 0.42, 0.16, 0.47, 0.33, 0.13, 0.30]
}

***

{
  "formula": "C25H61Br4NO7",
  "method": "the ωB97M-V functional and the def2-TZVPD basis",
  "charge": 0,
  "homo_ev": -9.612,
  "energy_ha": -11866.4138,
  "lumo_ev": 0.2,
  "smiles": "C[N+](=O)[O-].BrCCBr.BrCCBr.CCOCC.CCOCC.CCOCC.CCOCC.CCOCC",
  "elements": ["C", "N", "O", "O", "H", "H", "H", "Br", "C", "C", "Br", "H", "H", "H", "H", "Br", "C", "C", "Br", "H", "H", "H", "H", "C", "C", "O", "C", "C", "H", "H", "H", "H", "H", "H", "H", "H", "H", "H", "C", "C", "O", "C", "C", "H", "H", "H", "H", "H", "H", "H", "H", "H", "H", "C", "C", "O", "C", "C", "H", "H", "H", "H", "H", "H", "H", "H", "H", "H", "C", "C", "O", "C", "C", "H", "H", "H", "H", "H", "H", "H", "H", "H", "H", "C", "C", "O", "C", "C", "H", "H", "H", "H", "H", "H", "H", "H", "H", "H"],
  "positions_angstrom": [[1.904, 3.883, 3.277], [0.989, 5.071, 3.163], [0.055, 5.059, 3.945], [1.158, 5.875, 2.285], [1.229, 3.035, 3.323], [2.494, 4.024, 4.174], [2.426, 3.780, 2.331], [6.476, 1.142, 5.320], [6.260, -0.089, 3.762], [4.998, -0.883, 4.069], [4.804, -2.287, 2.695], [7.145, -0.718, 3.761], [6.262, 0.533, 2.876], [4.192, -0.171, 3.916], [4.990, -1.385, 5.024], [0.241, -2.898, -0.350], [0.836, -1.033, -0.082], [1.493, -0.888, 1.273], [2.183, 0.953, 1.365], [-0.062, -0.424, -0.155], [1.507, -0.729, -0.881], [2.342, -1.554, 1.378], [0.782, -1.071, 2.073], [7.707, -1.800, -3.947], [6.545, -2.460, -4.680], [5.436, -2.481, -3.779], [4.197, -2.800, -4.428], [3.173, -2.868, -3.330], [8.504, -1.572, -4.658], [7.422, -0.887, -3.428], [8.106, -2.483, -3.196], [6.370, -1.894, -5.600], [6.776, -3.512, -4.872], [3.990, -2.027, -5.179], [4.306, -3.749, -4.968], [2.201, -3.238, -3.673], [3.061, -1.944, -2.764], [3.439, -3.612, -2.574], [-3.710, -4.685, -2.636], [-2.301, -4.448, -3.122], [-1.718, -5.645, -3.598], [-0.587, -5.423, -4.412], [0.065, -6.794, -4.522], [-4.167, -3.895, -2.039], [-4.379, -4.711, -3.506], [-3.898, -5.649, -2.161], [-2.391, -3.643, -3.866], [-1.579, -4.037, -2.403], [-0.826, -4.958, -5.373], [0.093, -4.715, -3.920], [0.337, -7.170, -3.540], [0.940, -6.892, -5.171], [-0.628, -7.484, -5.011], [-0.490, 3.105, 0.688], [-1.551, 4.180, 0.528], [-2.788, 3.514, 0.390], [-3.880, 4.410, 0.280], [-5.130, 3.607, -0.069], [-0.495, 2.419, -0.160], [0.525, 3.510, 0.648], [-0.600, 2.630, 1.662], [-1.449, 4.870, 1.372], [-1.413, 4.752, -0.398], [-3.984, 4.994, 1.195], [-3.678, 5.072, -0.571], [-5.316, 2.875, 0.714], [-5.039, 3.099, -1.030], [-5.973, 4.282, -0.226], [-4.476, 2.131, -4.170], [-3.395, 1.890, -3.129], [-3.913, 1.155, -2.047], [-2.914, 0.512, -1.285], [-3.549, -0.161, -0.079], [-4.867, 1.190, -4.563], [-5.353, 2.588, -3.699], [-4.177, 2.815, -4.961], [-2.516, 1.441, -3.600], [-3.115, 2.873, -2.725], [-2.411, -0.237, -1.908], [-2.178, 1.241, -0.931], [-3.934, -1.164, -0.278], [-4.428, 0.394, 0.249], [-2.806, -0.250, 0.714], [-1.167, 2.538, 7.561], [-2.263, 2.685, 6.507], [-2.470, 1.485, 5.779], [-1.612, 1.372, 4.658], [-1.927, 0.063, 3.964], [-1.524, 1.953, 8.405], [-0.323, 2.068, 7.055], [-0.869, 3.512, 7.951], [-3.214, 2.893, 7.004], [-2.066, 3.513, 5.817], [-1.758, 2.253, 4.029], [-0.571, 1.250, 4.982], [-1.923, -0.749, 4.703], [-1.252, -0.262, 3.174], [-2.958, -0.058, 3.616]],
  "mulliken_charge": [-0.60, 0.95, -0.52, -0.53, 0.04, 0.34, 0.33, -0.17, -0.58, -0.49, -0.18, 0.38, 0.37, 0.25, 0.44, -0.22, -0.35, -0.28, -0.22, -0.06, 0.51, 0.27, 0.32, -1.17, -0.31, -0.24, -0.30, -0.95, 0.37, 0.31, 0.28, 0.31, 0.30, 0.28, 0.29, 0.22, 0.22, 0.36, -1.19, 0.35, -0.36, 0.33, -1.26, 0.30, 0.31, 0.35, 0.27, -0.21, 0.30, -0.14, 0.30, 0.39, 0.31, -0.54, -0.83, 0.00, -0.51, -0.86, 0.33, 0.40, -0.09, 0.33, 0.36, 0.33, 0.33, 0.23, 0.03, 0.43, -1.31, -0.15, -0.42, 0.47, -0.97, 0.32, 0.28, 0.39, 0.49, 0.11, 0.56, -0.37, 0.28, 0.30, 0.08, -0.99, -0.20, -0.43, 0.26, -1.12, 0.29, 0.27, 0.33, 0.30, 0.24, 0.20, 0.14, 0.42, -0.05, 0.34]
}